1.
{
  "formula": "C22H26N6O4Ti",
  "method": "ωB97M-V with the def2-TZVPD basis set",
  "lumo_ev": [-3.503, -3.357],
  "relative_energy_kcal_mol": 16.48,
  "charge": 1,
  "s2": 3.763,
  "homo_ev": [-7.3223, -10.8352],
  "orbital_gap_ev": [3.82, 7.48],
  "mol_weight_g_mol": 486.35,
  "multiplicity": 4,
  "total_energy_ev": -63471.48748,
  "symbols": ["Ti", "N", "C", "C", "C", "C", "C", "H", "H", "H", "H", "H", "N", "C", "C", "C", "C", "C", "H", "H", "H", "H", "H", "N", "C", "C", "C", "C", "C", "H", "H", "H", "H", "H", "N", "C", "C", "C", "C", "C", "H", "H", "H", "H", "H", "C", "N", "O", "O", "H", "H", "H", "C", "N", "O", "O", "H", "H", "H"],
  "xyz": [[-0.199803, -0.137850, 0.010577], [-0.055852, 2.029805, -0.851959], [0.426086, 2.410283, -2.035952], [0.481566, 3.720225, -2.461479], [0.073428, 4.733389, -1.612271], [-0.438674, 4.358977, -0.376590], [-0.535530, 3.012258, -0.065546], [0.770502, 1.645400, -2.725326], [0.821552, 4.018908, -3.444135], [0.167188, 5.769440, -1.907487], [-0.781243, 5.060745, 0.371360], [-0.789843, 2.779744, 0.961785], [-2.423671, 0.464716, 1.012834], [-3.341468, 0.996531, 0.201478], [-4.709595, 1.094753, 0.486875], [-5.131912, 0.557686, 1.688018], [-4.228737, -0.086193, 2.522437], [-2.905343, -0.105633, 2.136146], [-2.948280, 1.418196, -0.717381], [-5.393683, 1.588441, -0.184370], [-6.148063, 0.725664, 2.026063], [-4.456909, -0.403779, 3.529242], [-2.154538, -0.534054, 2.791515], [0.227694, -2.291426, 0.948133], [1.383340, -2.781832, 1.446814], [1.574863, -4.127724, 1.647575], [0.541130, -5.015596, 1.365487], [-0.662071, -4.512634, 0.959565], [-0.790861, -3.146649, 0.739010], [2.129594, -2.006655, 1.561294], [2.540683, -4.524541, 1.930735], [0.772529, -6.068570, 1.453877], [-1.479511, -5.186823, 0.735894], [-1.710505, -2.680198, 0.414308], [2.306523, -0.255923, -0.739243], [3.100120, 0.790879, -0.494612], [4.399031, 0.866525, -0.956052], [4.948090, -0.231457, -1.614626], [4.122633, -1.313714, -1.884706], [2.804534, -1.260245, -1.465592], [2.662413, 1.606300, 0.071063], [5.063990, 1.706915, -0.807222], [5.981850, -0.298253, -1.925092], [4.529678, -2.169526, -2.404704], [2.153395, -2.104371, -1.659247], [1.351246, 1.099357, 4.146382], [1.186618, 1.477109, 2.725418], [0.783622, 0.595123, 1.962844], [1.519079, 2.600599, 2.391819], [0.579180, 0.402735, 4.452755], [1.341816, 2.004447, 4.745601], [2.337768, 0.651087, 4.264043], [-2.205047, -1.330656, -4.014536], [-1.040603, -1.151003, -3.113044], [0.076882, -1.345453, -3.622042], [-1.242538, -0.923996, -1.896335], [-2.182159, -0.509231, -4.725947], [-3.136407, -1.405101, -3.461893], [-2.065775, -2.277155, -4.533560]],
  "forces_ev_per_a": [[0.319, -0.347, -1.480], [-0.563, 0.198, 0.640], [0.061, -0.536, -0.866], [-0.098, 0.841, -0.006], [-0.188, -0.233, 0.391], [-0.292, -0.111, -0.067], [1.189, 0.423, 0.335], [-0.057, -0.275, 0.287], [0.200, -0.483, -0.036], [-0.077, 0.021, 0.049], [0.058, 0.171, -0.145], [-0.441, -0.434, -0.226], [-0.350, -0.980, -0.191], [-0.204, 0.573, -0.555], [0.956, -0.472, 0.319], [-0.518, 0.286, 0.356], [0.507, 0.592, -0.054], [0.719, 0.190, 0.113], [-0.060, -0.043, -0.037], [0.061, 0.040, -0.094], [-0.050, -0.238, -0.128], [-0.332, -0.280, -0.154], [-0.014, -0.092, -0.021], [-0.582, -0.018, 0.115], [-0.629, 0.733, -0.775], [0.327, -0.238, -0.100], [1.096, 0.179, 0.307], [-0.891, -0.059, -0.557], [0.637, 0.243, 0.464], [0.324, -0.306, 0.226], [0.005, 0.204, 0.173], [-0.427, -0.082, 0.024], [-0.079, 0.167, 0.033], [-0.123, -0.230, -0.231], [-0.719, -0.034, -0.021], [-0.005, 0.248, -0.159], [0.996, -0.341, -0.167], [-0.643, -0.377, -0.082], [0.307, 0.358, 0.068], [-0.030, -0.561, 0.259], [0.006, 0.008, -0.002], [-0.399, 0.245, 0.313], [0.041, 0.377, 0.041], [-0.260, -0.087, -0.028], [-0.207, 0.185, -0.089], [0.253, 0.137, 0.550], [0.438, 0.477, -0.101], [-0.324, 0.150, -0.140], [-0.431, -0.915, -0.040], [-0.041, -0.036, -0.222], [-0.150, 0.064, -0.149], [-0.060, -0.122, -0.225], [0.659, -0.250, 0.595], [-1.646, -0.589, -3.262], [1.875, -0.098, -0.127], [-0.020, 1.334, 5.042], [-0.277, 0.011, -0.129], [0.039, 0.369, 0.159], [0.116, 0.046, -0.193]],
  "mulliken_spin": [1.813, -0.030, 0.038, 0.007, 0.003, 0.002, 0.026, -0.004, 0.000, 0.000, 0.000, -0.005, -0.010, 0.050, 0.005, 0.006, 0.001, 0.038, -0.010, 0.000, 0.000, 0.000, -0.006, 0.012, 0.028, -0.001, 0.008, 0.007, 0.040, -0.002, 0.000, 0.001, 0.000, -0.018, -0.033, 0.026, -0.005, 0.005, 0.000, 0.044, -0.001, 0.000, 0.000, 0.000, -0.003, 0.001, 0.034, -0.055, 0.077, -0.001, 0.001, 0.001, -0.016, 0.512, 0.325, 0.068, 0.011, 0.002, 0.010]
}

***

2.
{
  "formula": "C22H26N6O5S2",
  "method": "ωB97M-V with the def2-TZVPD basis set",
  "lumo_ev": 0.042,
  "smiles": "CCn1c(SCC(=O)Nc2cc(S(=O)(=O)N3CCOCC3)ccc2OC)nnc1-c1ccncc1",
  "homo_ev": -8.2516,
  "orbital_gap_ev": 8.29,
  "mol_weight_g_mol": 518.62,
  "total_energy_ev": -64084.01861,
  "symbols": ["C", "H", "H", "H", "C", "N", "C", "N", "N", "C", "C", "C", "C", "N", "C", "C", "H", "H", "H", "H", "S", "C", "H", "H", "C", "O", "N", "C", "C", "C", "C", "C", "C", "O", "C", "H", "H", "H", "H", "H", "S", "O", "O", "N", "C", "H", "C", "H", "O", "C", "H", "C", "H", "H", "H", "H", "H", "H", "H", "H", "H"],
  "xyz": [[2.114725, 1.860333, -4.764302], [1.412063, 2.369682, -4.109486], [1.669192, 0.920461, -5.083579], [2.287102, 2.481047, -5.638678], [3.435010, 1.624689, -4.036651], [3.265442, 0.768674, -2.890605], [2.784952, 1.161258, -1.677069], [2.815157, 0.164354, -0.825072], [3.322452, -0.894370, -1.460046], [3.589800, -0.554430, -2.695450], [4.168021, -1.476040, -3.657686], [3.878380, -1.458796, -5.020896], [4.490626, -2.399465, -5.834778], [5.327924, -3.319400, -5.392045], [5.585039, -3.351121, -4.094684], [5.038277, -2.461683, -3.187026], [5.267147, -2.512125, -2.135128], [6.265319, -4.128052, -3.772485], [4.296047, -2.417618, -6.899152], [3.175908, -0.759458, -5.444236], [2.247586, 2.776229, -1.342714], [2.066428, 2.681489, 0.468410], [2.860644, 2.034912, 0.838136], [2.195840, 3.703075, 0.824474], [0.685656, 2.181210, 0.890737], [-0.128611, 2.927546, 1.385442], [0.520885, 0.859095, 0.657155], [-0.607499, 0.083193, 0.913471], [-1.820535, 0.593715, 1.348130], [-2.873310, -0.270640, 1.591692], [-2.748644, -1.629595, 1.404358], [-1.548778, -2.151655, 0.944298], [-0.474557, -1.309204, 0.695676], [0.740159, -1.702166, 0.238129], [0.970386, -3.057829, -0.062726], [1.987415, -3.085155, -0.451444], [0.275359, -3.423394, -0.824674], [0.896944, -3.684654, 0.830898], [-1.458162, -3.214028, 0.784799], [-3.596945, -2.263672, 1.601227], [-4.420517, 0.361921, 2.216005], [-4.543819, 1.750202, 1.869660], [-5.480065, -0.527080, 1.833147], [-4.159542, 0.142618, 3.866400], [-5.317735, -0.258313, 4.642104], [-5.885633, -0.962114, 4.035273], [-6.173745, 0.958692, 5.000213], [-6.987425, 0.682687, 5.673253], [-5.409834, 1.928829, 5.682868], [-4.329862, 2.374778, 4.888208], [-3.792829, 3.109358, 5.490436], [-3.411767, 1.210029, 4.503763], [-2.642932, 1.547327, 3.810142], [-2.938337, 0.793441, 5.399356], [-4.704760, 2.847024, 3.970327], [-6.586112, 1.385744, 4.073561], [-4.959396, -0.750421, 5.552073], [-1.954316, 1.654617, 1.478623], [1.318407, 0.335655, 0.274758], [4.174226, 1.166128, -4.697634], [3.827152, 2.582467, -3.678954]],
  "forces_ev_per_a": [[0.217, -0.046, 0.069], [-0.110, 0.027, 0.000], [-0.044, -0.054, -0.026], [-0.030, 0.079, -0.099], [-0.081, 0.325, -0.553], [-0.099, -0.379, 0.768], [0.091, -0.134, 0.053], [-0.160, 0.944, 0.169], [0.421, -0.970, -0.565], [-0.197, 0.247, 0.399], [0.270, -0.371, -0.406], [0.105, -0.062, 0.222], [-0.171, 0.198, -0.119], [0.191, -0.323, -0.355], [-0.001, 0.027, 0.313], [-0.122, 0.164, -0.146], [0.058, -0.019, 0.093], [0.051, -0.024, 0.123], [-0.080, 0.069, -0.073], [-0.064, 0.087, -0.046], [-0.090, 0.348, 0.041], [-0.010, 0.021, -0.215], [0.017, 0.056, 0.070], [-0.046, -0.125, 0.007], [0.440, -0.062, -0.096], [-0.224, 0.238, 0.111], [0.152, -0.433, -0.109], [-0.223, -0.212, 0.085], [0.035, 0.180, -0.058], [-0.452, 0.105, 0.083], [-0.112, -0.002, -0.018], [0.154, 0.018, -0.039], [-0.163, 0.195, 0.073], [-0.256, 0.440, 0.172], [0.133, -0.274, -0.085], [-0.092, -0.075, 0.018], [-0.001, 0.032, 0.036], [-0.027, 0.034, -0.018], [0.036, -0.090, -0.029], [-0.061, -0.179, 0.003], [0.451, -0.399, 0.199], [0.321, 0.025, 0.062], [0.074, -0.216, 0.132], [-0.208, -0.044, -0.964], [-0.624, 0.066, 0.093], [-0.083, -0.064, 0.223], [-0.035, -0.328, -0.029], [-0.006, -0.020, -0.116], [0.011, -0.010, 0.194], [0.277, 0.042, -0.129], [0.025, -0.024, -0.098], [0.089, 0.531, 0.180], [0.168, 0.097, 0.157], [0.016, 0.036, -0.104], [0.050, 0.013, 0.161], [-0.048, -0.015, 0.093], [-0.007, 0.023, -0.081], [0.084, 0.063, -0.014], [-0.073, 0.256, 0.114], [-0.034, 0.122, 0.148], [0.099, -0.154, -0.071]],
  "mulliken_charge": [-1.018, 0.392, 0.299, 0.361, -1.047, 0.253, 0.480, -0.341, -0.841, 0.334, 0.707, -0.196, -0.473, -0.612, -0.407, -0.498, 0.457, 0.380, 0.382, 0.327, -0.147, -0.917, 0.356, 0.465, 0.729, -0.649, 0.088, -0.234, -0.229, -0.193, -1.073, -0.666, 0.959, -0.384, -0.963, 0.209, 0.394, 0.367, 0.427, 0.478, 1.375, -0.673, -0.782, 0.071, -0.784, 0.425, -0.416, 0.368, -0.420, -0.529, 0.394, -0.573, 0.231, 0.393, 0.332, 0.316, 0.341, 0.801, 0.182, 0.578, 0.418]
}